*P*
ORCA calculation (ωB97M-V/def2-TZVPD) on 2 unconnected molecules or ions with the total composition C6H7NO3.

Geometry as ORCA input:
```
! wB97M-V def2-TZVPD RIJCOSX def2/J DEFGRID3
* xyz 0 1
C 0.73788 -1.25683 0.59190
C 0.84296 1.02226 0.00879
C 2.78986 -1.82610 -0.30211
C 0.73203 1.36749 -1.22574
C -2.09082 0.50711 -0.28392
C -1.15652 0.25280 0.93158
N 0.16151 -0.15519 0.51595
O 3.47760 -1.17527 0.39150
O 0.42217 1.69690 -2.32106
O 2.38557 -2.45871 -1.16940
H 0.02020 -2.02682 0.92825
H 1.55494 1.61885 0.66254
H -1.77096 1.19007 -0.96381
H -2.37414 -0.36458 -0.89962
H -3.03732 0.89420 0.19032
H -1.59985 -0.59021 1.56958
H -1.09512 1.30404 1.37525
*
```

Properties
**Lowest unoccupied orbital energy**: 0.056 eV
**HOMO energy**: -8.8 eV

These are the Mulliken partial charges, in e, on atoms 1 to 8: number 1, C, carries -0.2058; number 2, C, carries -0.8363; number 3, C, carries 0.8427; number 4, C, carries 0.8312; number 5, C, carries -1.2976; number 6, C, carries -0.2555; number 7, N, carries 0.0766; number 8, O, carries -0.4558


*Q*
ORCA calculation (ωB97M-V/def2-TZVPD) on a single C6H7NO3 molecule.

Geometry as ORCA input:
```
! wB97M-V def2-TZVPD RIJCOSX def2/J DEFGRID3
* xyz 0 1
C 0.96015 -1.86673 0.07758
C 0.63615 -0.56739 -0.61283
O 1.74654 0.34830 -0.50854
C 1.04939 1.45939 -0.22360
O 1.42590 2.59171 -0.23002
C -0.36289 0.88078 -0.16482
N -1.25633 1.51823 -1.02628
C -0.94172 0.63994 1.17541
C -1.13205 -0.58632 1.59164
O -1.37968 -1.60782 2.09200
H 1.24480 -1.70471 1.11400
H 0.11966 -2.55316 0.01492
H 1.80544 -2.34079 -0.42159
H 0.41206 -0.73222 -1.67087
H -2.17536 1.10731 -1.09601
H -0.85795 1.92625 -1.86041
H -1.29412 1.48722 1.74942
*
```

Properties
**Lowest unoccupied orbital energy**: 0.476 eV
**HOMO energy**: -9.2 eV
**SMILES**: C[C@@H]1OC(=O)[C@]1(N)C=C=O

These are the Mulliken partial charges, in e, on atoms 1 to 8: number 1, C, carries -1.5595; number 2, C, carries 0.1383; number 3, O, carries -0.3585; number 4, C, carries 0.3156; number 5, O, carries -0.5639; number 6, C, carries 1.1211; number 7, N, carries -0.5253; number 8, C, carries -1.2047


Which structure above is the least stable? It is *P*.